Record 1
Formula: C42H54F10O33
Source: OMol25
Level of theory: the ωB97M-V functional and the def2-TZVPD basis

The calculation puts the HOMO-LUMO gap at 8.9559 eV. The LUMO energy comes out at -0.310 eV.

Geometry as ORCA input:
```
! wB97M-V def2-TZVPD RIJCOSX def2/J DEFGRID3
* xyz 0 1
C 5.57825 -1.68836 -1.74022
C 4.37853 -1.58064 -0.78203
O 4.65742 -2.54443 0.20412
C 5.74149 -3.28217 -0.16715
O 6.16828 -4.23152 0.41301
O 6.21270 -2.87985 -1.33568
F 3.27245 -1.99086 -1.49877
H 6.14796 -0.75487 -1.70031
H 5.31565 -1.77889 -2.79216
H 4.26470 -0.56578 -0.41491
C 3.70152 -6.00594 2.43856
C 2.23310 -6.37257 2.33498
O 1.71321 -5.23427 1.73942
C 2.46165 -4.16743 2.09943
O 2.17566 -3.03413 1.89054
O 3.62957 -4.57018 2.60915
F 1.73897 -6.51699 3.60963
H 4.26662 -6.22034 1.53118
H 4.18712 -6.44356 3.30545
H 2.01261 -7.27393 1.76790
C 4.08118 0.27789 3.87172
C 3.32277 -0.73986 2.99546
O 3.99830 -1.93347 3.19440
C 4.92568 -1.81644 4.17824
O 5.58755 -2.72117 4.56859
O 5.06793 -0.52206 4.51383
F 3.53269 -0.36367 1.66053
H 3.37078 0.81385 4.50121
H 4.54322 1.03721 3.24330
H 2.25901 -0.90607 3.16095
C 1.25522 4.46928 -3.93358
C 0.11027 5.48219 -3.97447
O -0.50388 5.28025 -5.21530
C 0.31848 4.55418 -6.00322
O 0.28324 4.51628 -7.19726
O 1.27741 3.98528 -5.27932
F 0.61537 6.76297 -3.91472
H 1.05658 3.56499 -3.35377
H 2.20438 4.88594 -3.60486
H -0.56881 5.42188 -3.12653
C -4.13516 2.17198 -4.23159
C -3.49887 2.21227 -2.85594
O -4.55037 2.67206 -2.05812
C -5.34487 3.45595 -2.84643
O -6.14344 4.22731 -2.43032
O -5.09202 3.22177 -4.13884
F -2.43604 3.06454 -2.85454
H -4.65191 1.22860 -4.40724
H -3.37087 2.28404 -4.99867
H -3.19536 1.21398 -2.54601
C -3.51436 0.61470 3.66129
C -4.07886 1.83580 4.38741
O -2.89145 2.28465 5.02122
C -2.12104 1.20483 5.30379
O -1.20363 1.19686 6.05103
O -2.56967 0.13621 4.60586
F -4.96896 1.50235 5.36418
H -2.90599 0.96443 2.82329
H -4.27475 -0.10109 3.36962
H -4.54809 2.55867 3.72419
C 0.65504 -3.63856 -2.70102
C 0.48014 -3.90066 -1.20707
O -0.76873 -4.50193 -1.17238
C -1.46560 -4.13066 -2.25623
O -2.58001 -4.44342 -2.48348
O -0.68951 -3.38411 -3.10592
F 0.40090 -2.62683 -0.65050
H 0.97093 -4.58522 -3.16149
H 1.37923 -2.87585 -2.95942
H 1.30391 -4.41616 -0.72423
C 4.12261 4.74573 0.39188
C 3.55001 3.39634 0.74217
O 2.45412 3.33490 -0.15750
C 1.96438 4.60819 -0.19535
O 0.90968 4.88505 -0.67112
O 2.84360 5.44052 0.38439
F 3.10807 3.29090 2.01940
H 4.48802 4.81726 -0.63074
H 4.72043 5.19909 1.17603
H 4.25009 2.57675 0.56920
C 1.83435 4.71087 4.69712
C 0.54308 4.78012 3.90449
O 0.03548 3.47336 3.99566
C 1.06142 2.62258 4.25959
O 1.04067 1.44320 4.26129
O 2.15559 3.32059 4.67024
F 0.87410 5.10125 2.61956
H 1.75010 5.05104 5.72892
H 2.65581 5.18871 4.16630
H -0.13549 5.51725 4.32439
C -5.70832 -1.00305 -2.29854
C -4.38697 -1.75782 -2.20482
O -4.03925 -1.58055 -0.86446
C -4.75792 -0.59767 -0.30071
O -4.59227 -0.17738 0.79832
O -5.71446 -0.16485 -1.16977
F -3.44729 -1.18523 -3.02639
H -6.45812 -1.79915 -2.23343
H -5.80432 -0.53826 -3.27722
H -4.57026 -2.79611 -2.46870
C -3.06857 -2.65790 2.74111
C -2.40061 -3.13269 1.44860
C -1.24806 -3.95814 1.99918
O -1.82835 -4.67675 3.07445
C -2.69232 -3.75979 3.74033
H -4.13469 -2.50921 2.57487
H -2.60085 -1.72872 3.05663
H -2.16140 -2.33549 0.74308
H -3.00835 -3.77329 0.80183
H -0.36460 -3.37436 2.28283
H -0.89734 -4.72136 1.30397
H -2.24371 -3.33017 4.64548
H -3.50001 -4.36335 4.16537
C -0.62071 0.00097 1.17424
C 0.59584 0.51128 0.32889
C -0.14967 1.57392 -0.51207
O -1.43480 1.06305 -0.78792
C -1.73971 0.04235 0.14181
H -0.78809 0.70978 1.99007
H -0.44186 -1.00013 1.56462
H 0.85340 -0.34517 -0.29911
H 1.43554 0.95144 0.85264
H 0.41692 1.78949 -1.41942
H -0.28800 2.49783 0.05785
H -1.69279 -0.94293 -0.34176
H -2.76018 0.18235 0.50818
C -0.85030 -0.08334 -5.56724
C -1.28571 -0.77148 -4.30208
C -0.25082 -0.22326 -3.29058
O 0.10645 1.07130 -3.79271
C -0.36863 1.29442 -5.11601
H -1.57719 -0.00932 -6.37898
H 0.00552 -0.60611 -6.00289
H -1.40884 -1.85258 -4.38815
H -2.29933 -0.50879 -3.97655
H 0.61998 -0.87666 -3.20342
H -0.72509 -0.02176 -2.32971
H 0.39804 1.53780 -5.85501
H -1.13344 2.07387 -5.16236
*
```

Here are the Mulliken charges for atoms 1 to 99, given in e: atom 1 (C): -0.513, atom 2 (C): 0.874, atom 3 (O): -0.039, atom 4 (C): 0.436, atom 5 (O): -0.514, atom 6 (O): -0.355, atom 7 (F): -0.346, atom 8 (H): 0.265, atom 9 (H): 0.350, atom 10 (H): -0.186, atom 11 (C): -0.687, atom 12 (C): 0.314, atom 13 (O): -0.200, atom 14 (C): -0.045, atom 15 (O): 0.190, atom 16 (O): -0.231, atom 17 (F): -0.321, atom 18 (H): 0.255, atom 19 (H): 0.356, atom 20 (H): 0.335, atom 21 (C): 0.269, atom 22 (C): 0.374, atom 23 (O): 0.010, atom 24 (C): 0.467, atom 25 (O): -0.532, atom 26 (O): -0.385, atom 27 (F): -0.304, atom 28 (H): 0.010, atom 29 (H): -0.056, atom 30 (H): 0.225, atom 31 (C): 0.466, atom 32 (C): 0.528, atom 33 (O): -0.361, atom 34 (C): 0.662, atom 35 (O): -0.568, atom 36 (O): -0.354, atom 37 (F): -0.369, atom 38 (H): -0.455, atom 39 (H): 0.242, atom 40 (H): 0.220, atom 41 (C): -0.217, atom 42 (C): 1.557, atom 43 (O): -0.357, atom 44 (C): 0.519, atom 45 (O): -0.542, atom 46 (O): -0.379, atom 47 (F): -0.143, atom 48 (H): 0.125, atom 49 (H): 0.375, atom 50 (H): -0.874, atom 51 (C): 0.358, atom 52 (C): 0.279, atom 53 (O): -0.350, atom 54 (C): 0.533, atom 55 (O): -0.553, atom 56 (O): -0.339, atom 57 (F): -0.331, atom 58 (H): -0.422, atom 59 (H): 0.418, atom 60 (H): 0.421, atom 61 (C): -0.678, atom 62 (C): 0.621, atom 63 (O): -0.379, atom 64 (C): 0.517, atom 65 (O): -0.589, atom 66 (O): -0.289, atom 67 (F): 0.229, atom 68 (H): 0.433, atom 69 (H): 0.290, atom 70 (H): 0.095, atom 71 (C): -0.614, atom 72 (C): 0.437, atom 73 (O): 0.084, atom 74 (C): 0.302, atom 75 (O): -0.465, atom 76 (O): -0.373, atom 77 (F): -0.093, atom 78 (H): 0.339, atom 79 (H): 0.306, atom 80 (H): 0.108, atom 81 (C): -0.543, atom 82 (C): 0.232, atom 83 (O): -0.200, atom 84 (C): 0.576, atom 85 (O): -0.381, atom 86 (O): -0.385, atom 87 (F): -0.205, atom 88 (H): 0.371, atom 89 (H): 0.258, atom 90 (H): 0.311, atom 91 (C): -0.573, atom 92 (C): 0.150, atom 93 (O): 0.017, atom 94 (C): 0.132, atom 95 (O): -0.497, atom 96 (O): -0.385, atom 97 (F): -0.587, atom 98 (H): 0.394, atom 99 (H): 0.336

=====

Record 2
Formula: C3H5N5
Source: OMol25
Level of theory: the ωB97M-V functional and the def2-TZVPD basis

The value obtained for the energy above the lowest of the compared OMol25 structures with the same formula, charge and spin is 71.1 kcal per mole. The calculation puts the HOMO-LUMO gap at 9.4197 eV. The LUMO energy comes out at 0.926 eV. Its SMILES is [H]/N=c1\[nH]ncn1N=C.

Geometry as ORCA input:
```
! wB97M-V def2-TZVPD RIJCOSX def2/J DEFGRID3
* xyz 0 1
C 2.24812 -0.20779 0.00930
C -0.99117 -1.47737 0.15838
C -0.47533 0.69836 -0.11251
H 3.20516 -0.76098 0.00498
H 2.16240 0.83179 0.10710
H -1.00614 -2.60445 0.33888
H -2.37520 1.30906 -0.22319
H -0.39232 2.49520 0.20755
N 1.29574 -1.04692 -0.20130
N 0.04350 -0.61826 -0.20436
N -2.11301 -0.84251 0.02808
N -1.80762 0.47406 -0.21867
N 0.20584 1.74981 0.10575
*
```

Atomic charges from the Mulliken analysis, expressed in e, are listed below: atom 1 (C): -0.360, atom 2 (C): 0.023, atom 3 (C): 0.438, atom 4 (H): 0.240, atom 5 (H): 0.368, atom 6 (H): 0.358, atom 7 (H): 0.236, atom 8 (H): 0.167, atom 9 (N): -1.008, atom 10 (N): 0.684, atom 11 (N): -0.607, atom 12 (N): 0.107, atom 13 (N): -0.645

=====

Record 3
Formula: C26H53AsCuF9N2O11
Source: OMol25
Level of theory: the ωB97M-V functional and the def2-TZVPD basis

The calculation puts the HOMO-LUMO gap (alpha / beta) at 6.1232 / 7.2389 eV. The LUMO energy (alpha / beta) comes out at 0.420 / -2.085 eV.

Geometry as ORCA input:
```
! wB97M-V def2-TZVPD RIJCOSX def2/J DEFGRID3
* xyz 0 3
Cu -3.10682 2.36485 3.32281
As -2.37022 1.85352 -0.55197
F -3.13545 2.03016 1.08595
F -0.79379 2.04404 0.24223
F -1.54856 1.68738 -2.12290
F -3.97594 1.60766 -1.40061
F -2.46220 3.68024 -0.67029
F -2.19884 0.11671 -0.28945
C 1.28722 0.84774 -3.70888
C 2.08836 -0.33637 -3.34784
N 2.70475 -1.21012 -2.97752
H 1.52368 1.11815 -4.73799
H 1.62844 1.64346 -3.04667
H 0.21293 0.74520 -3.55557
C 0.87085 4.49610 1.90754
C -0.43517 4.13215 2.32956
N -1.44935 3.81426 2.75429
H 1.06925 3.95010 0.98525
H 1.74477 4.43274 2.55589
H 0.86384 5.53753 1.58588
C -5.51755 4.56365 2.03836
O -5.15620 3.24190 2.43986
C -6.23338 2.32803 2.71115
C -5.79824 0.94485 2.30122
O -4.53784 0.70320 2.93316
C -4.00462 -0.58462 2.67243
C -2.73055 -0.68803 3.49816
O -1.92322 0.46588 3.11831
C -0.72986 -0.05673 2.58571
H -5.98644 5.05067 2.89337
H -6.14242 4.56384 1.14525
H -4.57206 5.06725 1.83700
H -7.18312 2.48155 2.19878
H -6.42778 2.40146 3.78116
H -5.77226 0.68663 1.24256
H -6.48437 0.19344 2.69198
H -3.55644 -0.72261 1.68846
H -4.66087 -1.40029 2.97595
H -2.35461 -1.70153 3.35826
H -2.89304 -0.65353 4.57543
H -0.04461 0.78970 2.63145
H -0.68705 -0.42467 1.56059
H -0.26934 -0.69047 3.34360
C -0.43402 -2.70881 -1.36530
O -0.53437 -3.97288 -1.85252
C 0.68583 -4.76881 -1.85820
C 0.30627 -6.18107 -2.39409
O -0.77554 -6.80586 -1.78089
C -0.60626 -6.99391 -0.31699
C -1.92812 -7.67445 0.19192
O -2.12106 -9.05964 -0.16773
C -2.84393 -9.21391 -1.34309
H 0.11614 -2.81001 -0.42979
H -1.43651 -2.34211 -1.14473
H 0.06946 -2.07593 -2.09610
H 1.01239 -4.79003 -0.81848
H 1.47662 -4.29935 -2.44332
H 1.14165 -6.87282 -2.28570
H 0.10332 -6.13209 -3.46391
H -0.36625 -6.07327 0.21492
H 0.22929 -7.68618 -0.21353
H -2.87916 -7.15724 0.06492
H -1.80088 -7.60193 1.27203
H -3.85618 -8.93818 -1.04744
H -2.77085 -10.25181 -1.66791
H -2.54106 -8.54603 -2.14951
C 3.50749 -3.59691 0.65934
O 4.76036 -3.80249 1.30326
C 5.75637 -2.80933 0.86636
C 5.74453 -1.51722 1.66272
O 4.55673 -0.79586 1.40545
C 4.47811 0.38047 2.21370
C 3.30633 1.43447 1.98388
O 3.37109 2.27119 0.82924
C 2.94927 1.71513 -0.39851
H 3.39425 -4.39824 -0.07084
H 3.25946 -2.64788 0.18405
H 2.75077 -3.75630 1.42750
H 5.60971 -2.58122 -0.18936
H 6.79820 -3.12207 0.93631
H 6.66450 -0.93676 1.59324
H 5.78216 -1.76231 2.72414
H 5.42708 0.91646 2.22984
H 4.37421 0.10959 3.26438
H 3.35044 2.18173 2.77619
H 2.39362 0.87119 2.17822
H 3.55682 0.83860 -0.62366
H 3.15350 2.48264 -1.14504
H 1.88325 1.48818 -0.38478
C 2.51936 7.15894 -5.25921
C 2.43810 7.57052 -3.86470
O 2.17957 6.42612 -3.04063
C 0.95145 5.76093 -2.92187
O 0.05134 6.04980 -3.65506
C 0.84719 4.79001 -1.70975
F 0.05665 5.37277 -0.78761
F 0.36479 3.58145 -2.18616
F 2.02447 4.62769 -1.22013
H 3.09277 7.81570 -5.91340
H 1.55658 7.09082 -5.76568
H 2.93251 6.15027 -5.25635
H 1.70925 8.36639 -3.71151
H 3.34906 8.11678 -3.62005
*
```

Here are the Mulliken charges for atoms 1 to 99, given in e: atom 1 (Cu): -0.680, atom 2 (As): 1.833, atom 3 (F): -0.208, atom 4 (F): -0.279, atom 5 (F): -0.531, atom 6 (F): -0.504, atom 7 (F): -0.543, atom 8 (F): -0.441, atom 9 (C): -0.123, atom 10 (C): 0.261, atom 11 (N): -0.454, atom 12 (H): 0.384, atom 13 (H): -0.173, atom 14 (H): 0.156, atom 15 (C): -0.600, atom 16 (C): 0.582, atom 17 (N): -0.042, atom 18 (H): -0.201, atom 19 (H): 0.377, atom 20 (H): 0.334, atom 21 (C): -0.947, atom 22 (O): 0.269, atom 23 (C): -0.662, atom 24 (C): -0.618, atom 25 (O): 0.085, atom 26 (C): -0.526, atom 27 (C): -0.684, atom 28 (O): 0.121, atom 29 (C): -0.757, atom 30 (H): 0.317, atom 31 (H): 0.361, atom 32 (H): 0.218, atom 33 (H): 0.411, atom 34 (H): 0.304, atom 35 (H): 0.348, atom 36 (H): 0.470, atom 37 (H): 0.164, atom 38 (H): 0.494, atom 39 (H): 0.484, atom 40 (H): 0.297, atom 41 (H): -0.139, atom 42 (H): 0.303, atom 43 (H): 0.556, atom 44 (C): -0.522, atom 45 (O): -0.377, atom 46 (C): -0.115, atom 47 (C): -0.837, atom 48 (O): -0.241, atom 49 (C): -0.196, atom 50 (C): -0.796, atom 51 (O): -0.370, atom 52 (C): -0.605, atom 53 (H): 0.233, atom 54 (H): 0.248, atom 55 (H): 0.170, atom 56 (H): 0.037, atom 57 (H): 0.476, atom 58 (H): 0.391, atom 59 (H): 0.340, atom 60 (H): 0.234, atom 61 (H): 0.332, atom 62 (H): 0.379, atom 63 (H): 0.395, atom 64 (H): 0.298, atom 65 (H): 0.232, atom 66 (H): 0.246, atom 67 (C): -0.573, atom 68 (O): -0.451, atom 69 (C): -0.652, atom 70 (C): -0.589, atom 71 (O): -0.066, atom 72 (C): -0.930, atom 73 (C): -0.113, atom 74 (O): -0.376, atom 75 (C): -0.582, atom 76 (H): 0.261, atom 77 (H): 0.231, atom 78 (H): 0.313, atom 79 (H): 0.335, atom 80 (H): 0.371, atom 81 (H): 0.446, atom 82 (H): 0.381, atom 83 (H): 0.388, atom 84 (H): 0.441, atom 85 (H): 0.389, atom 86 (H): 0.011, atom 87 (H): 0.501, atom 88 (H): 0.154, atom 89 (H): 0.106, atom 90 (C): -1.095, atom 91 (C): -0.178, atom 92 (O): -0.253, atom 93 (C): -0.154, atom 94 (O): -0.495, atom 95 (C): 1.289, atom 96 (F): -0.235, atom 97 (F): -0.118, atom 98 (F): -0.278, atom 99 (H): 0.380

=====

Record 4
Formula: CH6N6
Source: OMol25
Level of theory: the ωB97M-V functional and the def2-TZVPD basis

The value obtained for the energy above the lowest of the compared OMol25 structures with the same formula, charge and spin is 2.3 kcal per mole. The calculation puts the HOMO-LUMO gap at 10.4060 eV. The LUMO energy comes out at -10.033 eV. Its SMILES is N#[N+]/N=C\N(N)[NH3+].

Geometry as ORCA input:
```
! wB97M-V def2-TZVPD RIJCOSX def2/J DEFGRID3
* xyz 2 1
C 0.92931 -0.22575 -0.77723
N 0.60391 -0.11160 -2.01425
N -0.30041 0.38053 -2.65448
N -1.11125 0.76349 -3.31402
N -1.33448 0.22375 0.12746
N 0.04801 -0.01518 0.22577
N 0.62398 -0.17138 1.68288
H 1.92303 -0.52689 -0.49407
H -1.82130 -0.62330 0.31905
H -1.86056 0.85325 0.80783
H 1.70823 -0.36685 1.66769
H 0.12089 -0.96535 2.35089
H 0.47066 0.78527 2.07247
*
```

Atomic charges from the Mulliken analysis, expressed in e, are listed below: atom 1 (C): 0.288, atom 2 (N): -0.313, atom 3 (N): 0.908, atom 4 (N): -0.235, atom 5 (N): -0.682, atom 6 (N): 0.291, atom 7 (N): -0.526, atom 8 (H): 0.308, atom 9 (H): 0.293, atom 10 (H): 0.362, atom 11 (H): 0.409, atom 12 (H): 0.467, atom 13 (H): 0.429

=====

Number 1: electronic energy -139171.3869 eV. Number 2: electronic energy -10639.7909 eV. Number 3: electronic energy -183252.0896 eV. Number 4: electronic energy -10050.7798 eV.